(1)
{"formula": "C26H34ClO2Sm", "method": "wB97M-V/def2-TZVPD", "symbols": ["O", "C", "C", "H", "H", "C", "H", "H", "C", "H", "H", "H", "C", "H", "H", "H", "Sm", "C", "C", "C", "H", "C", "C", "H", "H", "H", "H", "C", "C", "C", "H", "C", "C", "H", "H", "H", "H", "O", "C", "C", "H", "H", "C", "H", "H", "C", "H", "H", "H", "H", "Cl", "C", "C", "C", "C", "C", "C", "C", "H", "H", "H", "H", "H", "H"], "positions_angstrom": [[0.9401, 3.4896, -0.7667], [0.1969, 4.1886, -1.8577], [1.1000, 5.3957, -1.9212], [-0.8057, 4.4214, -1.4727], [0.1700, 3.5529, -2.7537], [1.8653, 4.6183, -0.8415], [0.6043, 6.3060, -1.5537], [1.7012, 5.5185, -2.8218], [1.8485, 5.3766, 0.4616], [0.8108, 5.5239, 0.7791], [2.3172, 6.3545, 0.3299], [2.3993, 4.8159, 1.2236], [3.2217, 4.1366, -1.3287], [3.0779, 3.4789, -2.1950], [3.7208, 3.5740, -0.5344], [3.8310, 4.9973, -1.6485], [0.3634, -1.2015, 0.6907], [1.5562, -3.4288, 0.2467], [0.2534, -3.5932, -0.3074], [0.1449, -2.7530, -1.4574], [-0.5125, -4.2805, 0.0442], [1.3828, -2.0468, -1.5993], [2.2614, -2.4814, -0.5636], [3.3021, -2.1719, -0.4484], [1.9478, -3.9766, 1.1037], [-0.6965, -2.7463, -2.1533], [1.6481, -1.3435, -2.3918], [0.7723, -1.8716, 3.1037], [2.0410, -1.4517, 2.5827], [1.9915, -0.0346, 2.3574], [2.9074, -2.0945, 2.4358], [0.6929, 0.4247, 2.7609], [-0.0546, -0.7072, 3.2189], [-1.0638, -0.6882, 3.6371], [0.5022, -2.8803, 3.4301], [2.7981, 0.5807, 1.9475], [0.3417, 1.4570, 2.7616], [-0.9022, 1.8829, -0.7119], [0.2621, 1.2241, -1.2663], [-0.0145, 0.7989, -2.6845], [0.8764, 0.5331, -0.6264], [1.0298, 1.9798, -1.4191], [-1.4393, 1.3366, -2.8597], [0.1211, -0.2543, -2.8726], [0.6781, 1.3348, -3.3538], [-2.0538, 1.4796, -1.4607], [-2.0651, 0.8296, -3.5905], [-1.3045, 2.3761, -3.2109], [-2.4829, 0.5364, -1.0819], [-2.7698, 2.3109, -1.4416], [-3.2072, -3.6642, -1.2297], [-3.0416, -4.0581, 0.4322], [-3.2653, -5.3685, 0.8226], [-3.1189, -5.7333, 2.1638], [-2.7457, -4.7762, 3.1046], [-2.5489, -3.4542, 2.7245], [-2.6395, -3.0434, 1.3616], [-2.2595, -1.7344, 0.9218], [-3.5451, -6.0968, 0.0665], [-3.3081, -6.7589, 2.4584], [-2.6088, -5.0612, 4.1488], [-2.2864, -2.7019, 3.4710], [-2.2708, -0.9402, 1.6779], [-2.6690, -1.4365, -0.0426]], "mulliken_spin": [0.002, 0.000, 0.000, 0.000, 0.000, 0.000, 0.000, 0.000, 0.000, 0.000, 0.000, 0.000, 0.000, 0.000, 0.000, 0.000, 5.076, 0.000, 0.003, -0.010, 0.001, -0.011, -0.020, 0.002, 0.003, 0.000, -0.001, -0.007, -0.013, -0.017, 0.002, 0.002, -0.007, 0.001, 0.001, 0.001, 0.002, -0.001, 0.001, 0.000, 0.005, -0.001, -0.001, 0.000, 0.000, 0.001, 0.000, 0.000, -0.001, 0.000, 0.000, -0.006, 0.003, -0.006, 0.004, -0.004, -0.003, 0.003, 0.000, -0.001, 0.000, 0.000, -0.008, 0.005], "gap_ev": [6.6, 6.6], "relative_energy_ev": 1.006, "multiplicity": 6, "s2": 8.766, "homo_energy_ev": [-6.366, -6.335], "total_energy_ha": -2279.60900}

***

(2)
{"formula": "C26H34CuN7S", "method": "wB97M-V/def2-TZVPD", "symbols": ["Cu", "C", "C", "C", "C", "C", "C", "C", "C", "C", "C", "C", "C", "C", "C", "C", "N", "H", "H", "H", "H", "H", "H", "H", "H", "H", "H", "C", "N", "C", "N", "C", "N", "C", "N", "C", "C", "H", "H", "H", "H", "H", "H", "H", "H", "H", "H", "H", "H", "C", "N", "C", "C", "S", "N", "C", "C", "H", "H", "H", "H", "H", "H", "H", "H", "H", "H", "H", "H"], "positions_angstrom": [[10.4633, 10.5072, 9.5282], [7.1001, 12.7326, 7.9750], [7.8368, 13.4283, 7.0400], [9.1361, 13.0975, 6.7814], [9.8434, 12.1104, 7.4909], [9.1335, 11.5699, 8.6020], [7.8063, 11.8125, 8.7920], [11.2536, 11.7397, 7.2038], [11.9925, 12.2560, 6.1147], [13.2586, 11.8730, 5.9298], [13.9043, 11.0220, 6.8786], [15.3008, 10.7066, 6.8024], [15.8290, 9.8231, 7.7436], [14.9714, 9.1391, 8.7006], [13.6249, 9.4763, 8.8084], [13.1256, 10.5063, 7.9383], [11.8581, 11.0687, 8.1794], [6.0643, 12.9998, 8.1153], [7.4363, 14.1997, 6.4428], [9.7066, 13.6099, 6.0039], [7.3036, 11.2883, 9.6318], [11.5990, 12.9930, 5.4731], [13.8666, 12.2549, 5.1210], [15.8642, 11.1134, 5.9700], [16.9154, 9.5961, 7.6839], [15.3176, 8.4378, 9.3955], [12.9939, 8.8966, 9.5080], [11.9036, 10.2396, 12.3368], [11.1787, 11.2029, 11.4373], [12.0803, 12.3593, 11.2138], [12.6106, 12.9571, 12.4726], [13.2366, 11.9135, 13.3169], [12.3186, 10.7903, 13.5948], [11.0960, 11.4137, 14.3154], [10.4233, 12.4011, 13.4789], [10.0328, 11.7493, 12.1698], [11.4166, 13.4233, 13.1491], [12.8316, 9.9120, 11.8385], [11.2711, 9.3586, 12.5784], [11.6544, 13.1504, 10.5607], [12.9657, 12.0379, 10.7143], [13.4136, 12.4438, 14.2894], [14.2015, 11.5747, 12.8646], [11.5179, 11.8448, 15.2168], [10.4472, 10.5624, 14.5165], [9.7031, 12.5731, 11.5411], [9.1765, 11.0512, 12.3333], [11.7607, 13.9246, 14.0923], [10.9292, 14.2348, 12.6024], [9.2918, 9.1411, 5.9576], [9.6287, 8.4102, 7.1486], [10.9547, 7.8396, 7.1493], [8.7830, 8.4485, 8.2339], [9.4755, 8.5214, 9.8209], [7.4728, 8.3248, 8.0693], [6.5494, 8.6375, 9.1500], [6.7984, 7.7078, 6.9296], [9.9655, 9.9683, 5.6506], [8.2649, 9.5597, 6.0319], [9.1908, 8.4537, 5.0985], [11.0095, 6.8997, 6.5306], [11.2182, 7.5242, 8.1280], [11.7380, 8.5181, 6.6576], [5.5642, 9.0769, 8.7751], [7.0298, 9.3009, 9.8298], [6.2986, 7.7455, 9.7213], [7.3412, 6.8509, 6.4747], [6.5651, 8.3882, 6.0625], [5.8246, 7.2742, 7.2668]], "nbo_charge": [0.832, -0.210, -0.282, -0.173, -0.201, -0.502, -0.227, 0.342, -0.273, -0.135, -0.112, -0.173, -0.224, -0.199, -0.219, 0.159, -0.558, 0.202, 0.204, 0.180, 0.177, 0.221, 0.213, 0.215, 0.219, 0.215, 0.240, -0.079, -0.544, -0.090, -0.464, -0.083, -0.467, -0.077, -0.464, -0.087, -0.091, 0.199, 0.210, 0.222, 0.201, 0.194, 0.204, 0.198, 0.198, 0.213, 0.220, 0.189, 0.204, -0.409, -0.473, -0.404, 0.429, -0.354, -0.439, -0.405, -0.420, 0.213, 0.220, 0.184, 0.187, 0.241, 0.205, 0.204, 0.245, 0.200, 0.218, 0.207, 0.219], "gap_ev": 5.7, "homo_energy_ev": -5.731, "total_energy_ha": -3433.00827}

***

(3)
{"formula": "C26H34F16N2O8S2", "method": "wB97M-V/def2-TZVPD", "symbols": ["F", "C", "F", "C", "F", "F", "C", "O", "C", "F", "F", "C", "F", "F", "H", "H", "H", "H", "F", "C", "F", "C", "F", "F", "C", "O", "C", "F", "F", "C", "F", "F", "H", "H", "H", "H", "C", "C", "O", "S", "C", "O", "O", "H", "H", "H", "H", "H", "H", "H", "H", "C", "C", "O", "S", "C", "O", "O", "H", "H", "H", "H", "H", "H", "H", "H", "C", "C", "C", "N", "C", "C", "H", "H", "H", "H", "H", "C", "C", "C", "N", "C", "C", "H", "H", "H", "H", "H"], "positions_angstrom": [[-5.1680, -0.9409, -3.2844], [-3.9891, -0.8069, -3.8781], [-3.7802, -1.8580, -4.7148], [-3.7331, 0.5151, -4.6011], [-2.5478, 0.4106, -5.2733], [-3.5276, 1.4701, -3.6616], [-4.7879, 0.9007, -5.6298], [-6.0323, 1.2212, -5.0460], [-7.1609, 0.8403, -5.7576], [-7.2257, 1.4683, -6.9402], [-7.0934, -0.4993, -5.9598], [-8.3512, 1.2016, -4.8630], [-9.5376, 0.8650, -5.4041], [-8.2369, 0.6081, -3.6571], [-3.1859, -0.8459, -3.1319], [-4.9084, 0.0547, -6.3108], [-4.4089, 1.7308, -6.2303], [-8.2994, 2.2857, -4.7075], [2.9031, -0.6550, 1.9566], [3.6343, 0.4411, 1.5907], [4.9443, 0.2729, 1.9576], [3.4631, 0.6558, 0.0917], [3.8308, -0.4618, -0.6044], [4.2332, 1.6606, -0.4011], [1.9939, 0.9399, -0.2583], [1.4710, 1.8839, 0.6654], [0.8206, 2.9631, 0.1599], [1.7174, 3.9211, -0.1802], [0.1294, 2.6390, -0.9601], [-0.1598, 3.7269, 1.1174], [-0.9264, 4.5450, 0.3632], [-1.0075, 2.9591, 1.8325], [3.2707, 1.2823, 2.1915], [1.3580, 0.0669, -0.4072], [2.0052, 1.3520, -1.2719], [0.4445, 4.3339, 1.7890], [-0.3299, 2.5830, 5.2986], [0.7472, 3.3473, 6.0815], [2.0818, 2.8737, 5.8763], [2.7692, 3.1847, 4.4326], [4.0341, 4.4081, 4.8879], [3.3949, 1.9738, 4.0286], [1.8230, 3.7455, 3.4978], [-1.2603, 2.4819, 5.8619], [-0.0919, 1.5643, 5.0017], [-0.5926, 3.1300, 4.3931], [0.7027, 4.4074, 5.8155], [0.5566, 3.3130, 7.1533], [3.5860, 5.2044, 5.4774], [4.4311, 4.6957, 3.9198], [4.7320, 3.9098, 5.5567], [2.1678, -5.9588, -5.1482], [1.0213, -5.2636, -4.4000], [1.5030, -4.3961, -3.3651], [2.2558, -2.9685, -3.7761], [0.9069, -2.1505, -4.6753], [2.4908, -2.2513, -2.5575], [3.3675, -3.2694, -4.6332], [1.9721, -5.9808, -6.2255], [2.1109, -7.0347, -4.9535], [3.1818, -5.6271, -4.9685], [0.3573, -4.7061, -5.0640], [0.4207, -6.0464, -3.9426], [-0.0138, -2.4596, -4.1947], [0.9556, -2.6255, -5.6585], [1.2218, -1.1259, -4.8424], [0.3952, -1.5566, 1.6030], [-0.5570, -0.8235, 2.2854], [-1.5977, -0.2648, 1.5621], [-1.7899, -0.4602, 0.2411], [-0.8613, -1.1833, -0.3911], [0.2742, -1.6896, 0.2372], [1.3178, -1.8666, 2.0790], [-0.4962, -0.5778, 3.3366], [-2.3488, 0.4320, 1.9152], [-0.9634, -1.3189, -1.4622], [1.0588, -2.1700, -0.3336], [2.9084, -2.4824, 5.0975], [3.3077, -1.2190, 5.4883], [2.2964, -0.3220, 5.8699], [0.9977, -0.6364, 5.8971], [0.6484, -1.8449, 5.4526], [1.5583, -2.8158, 5.0803], [3.6067, -3.2249, 4.7305], [4.3578, -0.9721, 5.5316], [2.4674, 0.6316, 6.3410], [-0.4134, -1.9881, 5.2813], [1.1777, -3.7533, 4.6991]], "mulliken_charge": [-0.230, 0.678, -0.303, 0.951, -0.299, -0.302, -0.965, -0.380, 0.902, -0.284, -0.290, 0.205, -0.260, -0.225, -0.210, 0.386, 0.420, 0.209, -0.148, 0.626, -0.343, 1.043, -0.281, -0.336, -0.693, -0.269, 0.831, -0.334, -0.289, 0.250, -0.313, -0.176, -0.197, -0.065, 0.629, 0.126, -0.584, -0.461, -0.280, 1.199, -1.175, -0.662, -0.572, 0.405, -0.043, 0.194, 0.394, 0.379, 0.371, 0.395, 0.375, -1.013, -0.295, -0.349, 1.058, -1.157, -0.423, -0.629, 0.314, 0.324, 0.325, 0.281, 0.319, 0.404, 0.431, 0.404, 0.078, 0.093, -0.884, -0.553, 0.232, -0.737, 0.490, 0.091, 0.396, 0.318, 0.483, -0.149, -0.643, -0.334, -0.465, -0.322, -0.426, 0.366, 0.374, 0.691, 0.517, 0.388], "smiles": "FC(F)C(F)(F)COC(F)(F)C(F)F.FC(F)C(F)(F)COC(F)(F)C(F)F.CCOS(C)(=O)=O.CCOS(C)(=O)=O.c1ccncc1.c1ccncc1", "gap_ev": 9.6, "relative_energy_ev": 0.378, "homo_energy_ev": -9.394, "total_energy_ha": -4116.72366}